No. 1
21
Properties=species:S:1:pos:R:3:nbo_charge:R:1 method="wB97M-V/def2-TZVPD" max_force_ev_per_a=3.72 homo_lumo_gap_ev=8.21 lumo_ha=0.02204 homo_energy_ev=-7.6
O -1.8833 0.2358 -1.8197 -0.427
N 0.6812 -1.7318 1.4571 -0.792
N -0.9973 0.1459 -0.9642 0.058
C 1.5279 1.2972 -1.0893 -0.647
C -0.7989 -0.9648 -0.2279 -0.119
C 0.2653 -0.7716 0.6344 0.330
C -0.0716 2.1894 0.6824 -0.647
C -1.6220 -2.2088 -0.3784 -0.679
C 0.8781 1.0960 0.2572 -0.048
H -2.1275 -2.4694 0.5565 0.209
H -0.8160 2.3915 -0.0870 0.233
H 2.2287 2.1373 -1.0255 0.211
H -2.3746 -2.0358 -1.1473 0.254
H 1.4533 -1.5667 2.0804 0.399
H 1.6450 0.9661 1.0143 0.171
H 0.2240 -2.6342 1.5154 0.405
H 2.0877 0.4150 -1.3946 0.219
H -0.5854 1.9355 1.6110 0.218
H 0.7925 1.5274 -1.8574 0.233
H 0.4998 3.1085 0.8550 0.212
H -1.0070 -3.0625 -0.6724 0.209


No. 2
22
Properties=species:S:1:pos:R:3:nbo_charge:R:1 method="wB97M-V/def2-TZVPD" max_force_ev_per_a=4.76 homo_lumo_gap_ev=9.36 lumo_ha=0.02070 smiles="CCNC[C@@]1(C(=O)O)CN1" homo_energy_ev=-8.8
O -0.0695 -2.7334 -0.0246 -0.525
O 1.5667 -1.5530 1.1208 -0.724
N 1.0753 0.5979 0.2993 -0.687
N -2.0444 -0.6188 -0.1838 -0.545
C 0.7746 0.5310 -2.1903 -0.626
C -2.1933 -0.9660 1.2209 -0.233
C -0.1847 0.7294 1.0252 -0.239
C 1.2727 1.2906 -0.9703 -0.205
C 0.2041 -1.6273 0.4033 0.810
C -0.8684 -0.5900 0.6873 -0.068
H -2.6679 -0.2432 1.8885 0.195
H -2.3801 -2.0218 1.4224 0.223
H 1.4811 -0.6695 1.6022 0.451
H 0.8474 1.1715 -3.0795 0.211
H 2.3522 1.4644 -1.0748 0.197
H -0.2748 0.2234 -2.0912 0.213
H 1.3979 -0.3560 -2.3701 0.217
H -2.3687 0.3269 -0.3759 0.351
H 0.0102 0.7943 2.1039 0.209
H 2.0905 0.3883 0.7951 0.402
H 0.7957 2.2847 -0.9225 0.166
H -0.8167 1.5767 0.7142 0.207


No. 3
22
Properties=species:S:1:pos:R:3:nbo_charge:R:1 method="wB97M-V/def2-TZVPD" max_force_ev_per_a=2.51 homo_lumo_gap_ev="7.39 / 7.39" lumo_ha="0.01294 / 0.01295" homo_energy_ev="-7.0 / -7.0"
O -0.0060 -1.0614 -1.8050 -0.732
O -0.9385 2.6862 -0.2103 -0.520
N 1.0435 1.1917 1.3758 -0.819
N -0.7276 1.4595 -2.2389 -0.879
C 1.2517 0.8473 0.0472 -0.299
C -0.6790 1.9559 -1.0994 0.893
C 0.0118 -0.9850 -0.4651 0.363
C 0.8836 -2.0540 0.1396 -0.671
C -1.3827 -0.6645 1.5626 -0.424
C -1.2106 -0.6285 0.2282 -0.285
H 1.7831 -2.1727 -0.4612 0.229
H -1.9851 -0.1920 -0.3909 0.209
H 1.1553 -1.8192 1.1666 0.209
H -1.2436 1.9504 -2.9600 0.426
H 0.3330 1.8975 1.5313 0.394
H -0.3350 -0.1727 -2.1788 0.506
H -2.3055 -0.3200 2.0064 0.204
H 1.1586 0.4932 2.1017 0.384
H 2.0383 0.1179 -0.0988 0.198
H -0.7119 -1.1970 2.2232 0.186
H 0.3499 -3.0076 0.1337 0.231
H 1.5167 1.6749 -0.6078 0.199


For each record above, in turn, the calculated energy relative to the best compared isomer or geometry (same formula, charge and spin) values are 4.568, 4.080, 3.995 eV.